# C52H54BrN6ORe

A molecular structure, C52H54BrN6ORe at a distorted geometry (ωB97M-V with the def2-TZVPD basis set, the OMol25 dataset).

Last column: Löwdin spin population.
Positions of all 115 atoms, in Å:
Re: -0.029158 -0.171109 0.081045  0.760
C: -5.489567 2.105586 1.305336  0.000
C: -5.596847 0.770728 0.557528  0.000
C: -4.307500 0.355608 -0.083491  0.002
C: -4.042335 0.165926 -1.409422  0.000
C: -4.963195 0.357633 -2.574943  0.000
C: -5.855268 -0.864600 -2.831614  0.000
C: -2.689491 -0.298699 -1.495550  0.007
C: -2.125665 -0.934438 -2.577429  0.004
C: -0.906200 -1.563053 -2.564720  0.009
C: -0.404821 -2.356280 -3.657593  -0.001
C: -1.174578 -2.703337 -4.894017  0.000
C: -2.104075 -3.906548 -4.671984  0.000
C: 0.845858 -2.752775 -3.307029  0.005
C: 1.121066 -2.163253 -2.021193  0.001
C: 2.371708 -2.135704 -1.446788  0.024
C: 2.675109 -1.568804 -0.236667  -0.001
N: 1.724446 -1.079987 0.637085  0.021
C: 2.305393 -1.147230 1.880465  -0.007
C: 1.565527 -1.236057 3.025534  0.030
C: 0.186248 -1.226380 3.049379  -0.005
N: -0.633905 -0.857449 2.007132  0.040
C: -1.896685 -0.771344 2.566758  0.005
C: -3.007216 -0.247124 1.962191  0.009
C: -3.103312 0.025945 0.621068  0.005
N: -2.089648 -0.239465 -0.263184  0.021
C: -1.872080 -1.180525 3.942914  -0.004
C: -0.580346 -1.466999 4.241707  0.002
C: -0.016788 -1.918243 5.555107  0.001
C: 0.359473 -0.734213 6.457592  0.000
C: -3.078410 -1.342414 4.815420  0.000
C: -3.896612 -2.585119 4.435410  0.000
C: 3.710292 -1.411669 1.756078  -0.002
C: 3.943239 -1.671061 0.438593  -0.007
C: 5.252965 -1.921025 -0.239342  -0.001
C: 5.904815 -0.599188 -0.670978  -0.001
C: 4.686516 -1.368745 2.887236  0.000
C: 4.932940 0.066419 3.375348  0.000
N: 0.028930 -1.475322 -1.559491  0.043
C: 1.764904 -3.681922 -4.035237  0.001
C: 1.847467 -5.053613 -3.348397  0.000
H: -6.452583 2.382513 1.737822  0.000
H: -5.177456 2.900030 0.624836  0.000
H: -4.754020 2.053064 2.111483  0.000
H: -6.365832 0.850873 -0.211756  0.000
H: -5.922769 -0.013598 1.246902  0.000
H: -4.378921 0.577985 -3.470308  0.000
H: -5.588817 1.231654 -2.385445  0.000
H: -5.252293 -1.764820 -2.970505  0.000
H: -6.464561 -0.717374 -3.724592  0.000
H: -6.525884 -1.038282 -1.987198  0.000
H: -2.718115 -1.015432 -3.480931  0.000
H: -0.473971 -2.925924 -5.698795  0.000
H: -1.759286 -1.840696 -5.222600  0.000
H: -1.520756 -4.806265 -4.465862  0.000
H: -2.719728 -4.093124 -5.553662  0.000
H: -2.765181 -3.733788 -3.819347  0.000
H: 3.168635 -2.637189 -1.980742  0.001
H: 2.085673 -1.406684 3.960116  0.002
H: -3.896216 -0.128478 2.568815  0.001
H: 0.859939 -2.543930 5.383567  0.000
H: -0.751216 -2.544496 6.063987  0.000
H: 1.098484 -0.092535 5.969379  0.000
H: 0.780773 -1.083409 7.401650  0.000
H: -0.520300 -0.126098 6.679341  0.000
H: -3.709900 -0.452901 4.748573  0.000
H: -2.758376 -1.425175 5.854134  0.000
H: -4.266442 -2.512483 3.411007  0.000
H: -4.750521 -2.705808 5.103331  0.000
H: -3.279442 -3.482844 4.505022  0.000
H: 5.101842 -2.553613 -1.115789  0.000
H: 5.926865 -2.458109 0.428256  0.000
H: 5.211974 0.000827 -1.261343  0.000
H: 6.800706 -0.785230 -1.265214  0.000
H: 6.192978 -0.010720 0.202569  0.000
H: 5.629276 -1.810285 2.564930  0.000
H: 4.320017 -1.974412 3.719987  0.000
H: 5.362048 0.677617 2.579382  0.000
H: 5.621814 0.075018 4.221118  0.000
H: 3.998362 0.536767 3.688475  0.000
H: 2.765605 -3.243788 -4.096703  0.000
H: 1.410361 -3.810206 -5.057589  0.000
H: 2.286856 -4.968075 -2.352482  0.000
H: 2.454468 -5.745459 -3.933736  0.000
H: 0.850965 -5.485492 -3.234321  0.000
Br: 1.268860 0.427695 -7.246004  0.000
C: 1.374531 0.641486 -5.366971  -0.001
C: 2.570308 0.327347 -4.695366  -0.001
C: 2.639468 0.403964 -3.328228  0.001
C: 1.512971 0.766213 -2.541627  0.003
O: 1.574369 0.747406 -1.247268  0.010
C: 0.362439 1.182782 -3.257882  -0.001
C: -0.701526 1.763067 -2.525983  -0.001
N: -0.670279 1.817478 -1.236655  0.000
C: -1.449531 2.696444 -0.481137  -0.002
C: -2.261359 3.692223 -0.965629  0.005
C: -2.870071 4.622085 -0.098099  -0.001
C: -2.616754 4.587370 1.242333  0.004
C: -1.738176 3.610344 1.764698  0.000
C: -1.346356 3.583226 3.119899  0.004
C: -0.386206 2.700875 3.518692  0.000
C: 0.127000 1.785775 2.586226  0.006
N: -0.293932 1.704102 1.339599  0.005
C: -1.179842 2.648392 0.900799  0.000
C: 0.303680 1.101079 -4.666576  0.000
H: 3.437123 0.022605 -5.268604  0.000
H: 3.559766 0.170501 -2.805749  0.000
H: -1.507434 2.232722 -3.094801  0.000
H: -2.411733 3.789126 -2.033720  0.000
H: -3.520860 5.383538 -0.508266  0.000
H: -3.049388 5.321312 1.912784  0.000
H: -1.792391 4.284449 3.816816  0.000
H: -0.017905 2.679764 4.536082  0.000
H: 0.900370 1.094461 2.881882  0.000
H: -0.599691 1.407793 -5.183363  0.000

Atoms 1-6, force components in eV/Å:
0.528 2.548 -1.952
-0.021 -0.043 -0.046
0.139 0.090 0.036
-0.089 0.011 0.102
0.013 0.204 -0.157
-0.079 -0.251 0.069

Properties
⟨S²⟩: 0.762
Strongest force on any atom: 3.25 eV/A
Energy above the lowest of the compared OMol25 structures with the same formula, charge and spin: 0.00 kcal per mole
Charge: +1
Multiplicity: 2
Highest occupied orbital energy (spin up / spin down): -9.29 / -9.34 eV
LUMO (spin up / spin down): -3.9 / -3.8 eV